Entry 1:
Here is a structure of composition C32H43CaI2N3O3PSb2Te in a non-equilibrium geometry from the Open Molecules 2025 dataset. Energies are from ωB97M-V/def2-TZVPD.

```
88
Properties=species:S:1:pos:R:3
Ca 0.24 0.28 -0.38
C 1.14 4.80 -1.80
C 1.70 4.53 -3.03
C 1.54 3.27 -3.59
C 0.82 2.32 -2.89
N 0.31 2.57 -1.68
C 0.45 3.79 -1.16
C 0.54 0.95 -3.44
C 1.02 0.53 -4.68
C 0.70 -0.74 -5.11
C -0.07 -1.57 -4.31
C -0.48 -1.09 -3.08
N -0.19 0.15 -2.67
C -1.21 -1.96 -2.10
C -1.90 -3.09 -2.50
C -2.47 -3.91 -1.53
C -2.31 -3.58 -0.20
C -1.62 -2.43 0.12
N -1.09 -1.62 -0.80
H 1.22 5.78 -1.34
H 2.26 5.29 -3.57
H 1.96 3.06 -4.56
H 0.00 3.95 -0.19
H 1.63 1.17 -5.29
H 1.06 -1.09 -6.07
H -0.29 -2.58 -4.63
H -2.02 -3.32 -3.55
H -3.02 -4.79 -1.82
H -2.72 -4.20 0.59
H -1.49 -2.13 1.15
I 3.27 2.02 0.41
C 3.37 3.96 1.25
I 1.58 4.60 2.20
H 3.58 4.66 0.45
H 4.15 3.97 1.99
C -3.86 2.78 -1.25
Sb -2.57 1.57 -0.06
C -4.01 0.05 0.38
C -2.73 2.75 1.78
C -3.31 1.97 2.91
C -4.70 1.82 2.98
C -5.31 1.06 3.95
C -4.52 0.41 4.90
C -3.15 0.57 4.87
C -2.52 1.36 3.90
C -1.03 1.54 3.99
Sb 0.23 0.25 2.77
C 1.93 0.64 3.98
C -0.45 -1.53 3.73
H -4.82 2.86 -0.73
H -4.01 2.31 -2.22
H -3.44 3.77 -1.39
H -5.00 0.48 0.48
H -3.75 -0.45 1.31
H -4.00 -0.67 -0.43
H -3.36 3.60 1.53
H -1.73 3.12 1.99
H -5.31 2.33 2.24
H -6.39 0.97 3.98
H -4.98 -0.19 5.67
H -2.54 0.11 5.63
H -0.71 1.32 5.01
H -0.73 2.57 3.77
H 1.72 0.26 4.98
H 2.08 1.72 4.03
H 2.82 0.16 3.58
H -0.16 -1.48 4.78
H -0.01 -2.41 3.27
H -1.54 -1.58 3.67
C 6.15 -2.62 -0.91
C 5.21 -1.51 -1.29
O 3.94 -2.06 -1.70
P 2.63 -1.81 -0.82
O 2.07 -0.42 -1.08
Te 2.87 -2.25 1.46
O 1.63 -2.79 -1.59
C 1.94 -4.10 -2.11
C 2.47 -5.08 -1.09
H 7.14 -2.22 -0.70
H 6.24 -3.34 -1.73
H 5.79 -3.14 -0.02
H 5.58 -0.94 -2.15
H 5.07 -0.81 -0.46
H 2.65 -3.97 -2.93
H 1.00 -4.45 -2.52
H 3.43 -4.77 -0.68
H 2.61 -6.05 -1.59
H 1.78 -5.21 -0.26
```

Calculated values
Total charge: +1
Relative energy (zero: lowest compared OMol25 entry of this formula, charge and spin) (kcal/mol): 16.2
Kohn-Sham gap (eV): 6.49
Lowest unoccupied orbital energy (eV): -2.91

***

Entry 2:
Here is a structure of composition C32H43CaI2N3O3PSb2Te from the Open Molecules 2025 dataset. Energies are from ωB97M-V/def2-TZVPD.

```
88
Properties=species:S:1:pos:R:3
Ca 0.04 0.95 0.36
C -4.18 1.95 2.28
C -3.90 2.17 3.61
C -2.63 1.90 4.09
C -1.66 1.42 3.22
N -1.92 1.24 1.92
C -3.16 1.49 1.47
C -0.30 1.04 3.69
C 0.09 1.14 5.02
C 1.35 0.71 5.38
C 2.19 0.18 4.42
C 1.74 0.10 3.11
N 0.53 0.55 2.76
C 2.57 -0.48 2.02
C 3.80 -1.06 2.26
C 4.55 -1.55 1.20
C 4.03 -1.44 -0.09
C 2.78 -0.87 -0.24
N 2.06 -0.41 0.78
H -5.16 2.14 1.86
H -4.67 2.55 4.28
H -2.41 2.06 5.13
H -3.33 1.33 0.41
H -0.58 1.54 5.77
H 1.68 0.79 6.41
H 3.18 -0.16 4.70
H 4.20 -1.14 3.26
H 5.52 -1.99 1.37
H 4.58 -1.79 -0.95
H 2.34 -0.76 -1.22
I -2.36 2.52 -2.24
C -1.32 4.31 -1.73
I -1.18 4.65 0.35
H -1.87 5.13 -2.18
H -0.31 4.21 -2.10
C -0.64 -0.77 -4.37
Sb -0.65 -1.00 -2.24
C -2.77 -1.22 -2.04
C -0.05 -3.10 -2.20
C -1.19 -4.04 -1.97
C -1.95 -4.45 -3.06
C -3.06 -5.25 -2.91
C -3.44 -5.67 -1.64
C -2.68 -5.29 -0.55
C -1.54 -4.49 -0.69
C -0.74 -4.15 0.54
Sb -1.11 -2.17 1.34
C -0.36 -2.63 3.29
C -3.18 -2.49 1.81
H -1.28 -1.52 -4.82
H 0.38 -0.89 -4.74
H -1.00 0.23 -4.63
H -3.08 -2.21 -2.37
H -3.26 -0.48 -2.67
H -3.09 -1.07 -1.01
H 0.74 -3.19 -1.45
H 0.40 -3.27 -3.18
H -1.66 -4.12 -4.06
H -3.64 -5.56 -3.78
H -4.31 -6.30 -1.50
H -2.95 -5.65 0.44
H 0.33 -4.23 0.36
H -0.99 -4.84 1.34
H -0.79 -3.58 3.63
H -0.63 -1.85 4.00
H 0.73 -2.73 3.27
H -3.28 -3.35 2.47
H -3.74 -2.69 0.89
H -3.59 -1.61 2.30
C 2.09 6.78 -2.02
C 2.76 5.59 -1.38
O 1.89 4.45 -1.54
P 2.25 3.05 -0.86
O 1.06 2.17 -1.20
Te 2.73 3.21 1.42
O 3.55 2.54 -1.65
C 3.50 2.40 -3.08
C 3.13 0.98 -3.48
H 2.71 7.67 -1.91
H 1.13 6.98 -1.53
H 1.91 6.61 -3.08
H 2.92 5.75 -0.31
H 3.72 5.37 -1.85
H 4.49 2.66 -3.44
H 2.79 3.11 -3.50
H 3.85 0.27 -3.06
H 3.15 0.88 -4.56
H 2.13 0.74 -3.13
```

Calculated values
Total charge: +1
Relative energy (zero: lowest compared OMol25 entry of this formula, charge and spin) (kcal/mol): 0.0
Kohn-Sham gap (eV): 6.45
Lowest unoccupied orbital energy (eV): -3.00

***

Entry 3:
Here is a structure of composition C32H43CoF3O4Sb2 from the Open Molecules 2025 dataset. Energies are from ωB97M-V/def2-TZVPD.

```
85
Properties=species:S:1:pos:R:3
Co 0.67 -0.35 0.31
C 2.32 1.89 -0.56
C 1.54 2.34 0.67
O 1.17 1.20 1.50
C 2.13 0.78 2.50
C 3.15 -0.19 1.95
O 2.39 -1.18 1.24
C 3.10 -2.02 0.32
C 2.03 -2.73 -0.49
O 1.03 -1.81 -1.01
C 1.29 -1.21 -2.30
C 2.16 0.03 -2.17
O 1.61 0.75 -1.06
H 3.35 1.61 -0.34
H 2.33 2.68 -1.31
H 0.60 2.79 0.39
H 2.12 3.05 1.26
H 1.53 0.30 3.27
H 2.61 1.66 2.93
H 3.70 -0.65 2.77
H 3.86 0.28 1.28
H 3.69 -2.76 0.86
H 3.77 -1.42 -0.29
H 1.47 -3.42 0.14
H 2.47 -3.28 -1.32
H 0.32 -0.94 -2.69
H 1.75 -1.95 -2.96
H 2.07 0.63 -3.08
H 3.21 -0.19 -1.98
C -2.15 -4.36 2.41
C -1.42 -3.60 1.30
Sb -1.16 -1.52 1.69
C -0.96 -1.44 3.80
C 0.28 -2.20 4.30
C -3.07 -0.67 1.29
C -4.25 -1.36 1.96
H -2.26 -5.41 2.14
H -3.15 -3.96 2.59
H -1.61 -4.33 3.36
H -1.96 -3.67 0.36
H -0.43 -4.03 1.13
H -1.87 -1.87 4.22
H -0.93 -0.39 4.09
H 0.23 -3.26 4.05
H 0.37 -2.12 5.38
H 1.20 -1.81 3.86
H -3.17 -0.69 0.20
H -3.00 0.38 1.58
H -4.38 -2.38 1.59
H -5.17 -0.82 1.75
H -4.14 -1.40 3.05
F -1.29 7.95 -0.99
C -1.38 6.62 -1.12
C -0.21 5.89 -1.27
C -0.31 4.52 -1.40
C -1.55 3.87 -1.41
C -2.70 4.65 -1.27
C -2.62 6.02 -1.12
Sb -1.74 1.75 -1.55
C -0.92 1.43 -3.51
C 0.03 2.26 -4.09
C 0.58 1.96 -5.34
C 0.15 0.81 -5.99
F 0.68 0.51 -7.18
C -0.81 -0.02 -5.45
C -1.34 0.30 -4.21
C -3.78 1.72 -2.15
C -4.12 2.09 -3.45
C -5.44 2.14 -3.85
C -6.42 1.82 -2.93
F -7.70 1.86 -3.31
C -6.13 1.46 -1.63
C -4.79 1.42 -1.24
H 0.74 6.40 -1.28
H 0.61 3.95 -1.53
H -3.68 4.18 -1.28
H -3.51 6.63 -1.01
H 0.34 3.17 -3.61
H 1.30 2.60 -5.81
H -1.15 -0.88 -6.01
H -2.12 -0.35 -3.80
H -3.35 2.36 -4.16
H -5.72 2.43 -4.85
H -6.93 1.24 -0.94
H -4.56 1.16 -0.22
```

Calculated values
Expectation value of S²: 0.93
Multiplicity: 2
Total charge: +2
Kohn-Sham gap (alpha / beta) (eV): 6.51 / 7.67
Lowest unoccupied orbital energy (alpha / beta) (eV): -6.63 / -5.52

***

Entry 4:
Here is a cluster of 5 separate species, C32H43F2N3O15S2 in total in a non-equilibrium geometry from the Open Molecules 2025 dataset. Energies are from ωB97M-V/def2-TZVPD.

```
97
Properties=species:S:1:pos:R:3
C -1.53 4.98 -4.77
C -1.83 3.53 -4.14
S -1.04 2.12 -5.06
C -1.32 0.50 -4.14
C -1.38 0.84 -2.58
C -2.82 1.01 -1.98
C -3.06 1.39 -0.48
N -4.26 1.60 0.28
S -3.83 2.03 1.89
N -2.13 1.98 1.72
C -1.75 1.60 0.39
C -0.29 1.41 -0.13
N 0.96 1.60 0.64
C 1.32 3.02 0.55
O 0.47 3.82 0.08
F 2.58 3.57 0.88
C 0.85 1.14 2.04
O 0.61 2.00 2.93
F 0.93 -0.21 2.47
C -0.12 1.02 -1.64
C 1.32 0.80 -2.34
C 1.67 -0.78 -2.55
C 2.69 -1.32 -1.40
C 2.20 -2.68 -0.69
C 2.21 -2.52 0.91
C 3.05 -3.63 1.70
C 3.36 -3.10 3.22
C 4.61 -2.07 3.27
O 4.31 -0.90 4.11
C 4.94 0.29 3.56
H -2.10 5.19 -5.76
H -1.93 5.78 -4.03
H -0.40 5.21 -4.87
H -2.98 3.40 -4.16
H -1.45 3.56 -3.05
H -0.50 -0.25 -4.42
H -2.33 0.10 -4.55
H -3.73 0.84 -2.67
H 1.27 1.34 -3.36
H 2.11 1.35 -1.72
H 0.74 -1.43 -2.66
H 2.26 -0.88 -3.55
H 3.73 -1.47 -1.88
H 2.80 -0.44 -0.65
H 2.76 -3.62 -1.05
H 1.10 -2.83 -1.00
H 2.60 -1.48 1.22
H 1.12 -2.59 1.29
H 3.99 -4.00 1.17
H 2.37 -4.55 1.85
H 2.43 -2.54 3.59
H 3.57 -3.95 3.95
H 5.46 -2.63 3.81
H 4.98 -1.78 2.23
H 4.82 0.35 2.42
H 6.07 0.37 3.84
H 4.43 1.23 3.98
O -2.73 0.35 -6.90
C -3.89 0.40 -6.61
O -4.85 0.99 -7.37
C -6.11 0.65 -6.80
C -5.76 0.34 -5.38
O -4.42 -0.12 -5.46
H -6.82 1.47 -6.90
H -6.51 -0.23 -7.33
H -5.79 1.23 -4.74
H -6.41 -0.42 -4.95
O -2.76 -4.95 1.38
C -2.72 -3.80 1.73
O -1.81 -2.90 1.28
C -2.23 -1.62 1.74
C -3.07 -1.95 2.93
O -3.58 -3.24 2.62
H -1.37 -0.99 1.99
H -2.80 -1.13 0.94
H -2.49 -2.02 3.85
H -3.89 -1.24 3.08
O 8.72 5.37 -0.57
C 7.58 5.41 -0.21
O 6.99 6.50 0.36
C 5.60 6.23 0.44
C 5.55 4.73 0.42
O 6.71 4.37 -0.32
H 5.17 6.65 1.35
H 5.11 6.68 -0.43
H 5.62 4.30 1.42
H 4.65 4.35 -0.07
O -1.89 -3.49 6.69
C -2.72 -4.29 6.38
O -2.61 -5.64 6.55
C -3.88 -6.20 6.26
C -4.51 -5.18 5.37
O -3.91 -3.97 5.80
H -3.77 -7.17 5.77
H -4.43 -6.34 7.20
H -4.28 -5.34 4.31
H -5.60 -5.14 5.49
```

Calculated values
Relative energy (zero: lowest compared OMol25 entry of this formula, charge and spin) (kcal/mol): 128.6
Kohn-Sham gap (eV): 6.80
SMILES: CCSCc1cc2nsnc2c(N(C(=O)F)C(=O)F)c1CCCCCCCCOC.O=C1OCCO1.O=C1OCCO1.O=C1OCCO1.O=C1OCCO1
Lowest unoccupied orbital energy (eV): -1.93

***

| no. | electronic energy (eV) |
| --- | --- |
| 1 | -108792.6730 |
| 2 | -108793.3772 |
| 3 | -100909.2252 |
| 4 | -96160.3586 |